Record 1
C4H11NO3 | the ωB97M-V functional and the def2-TZVPD basis

Values from the calculation:
SMILES: CCNCC(=O)O.O
strongest force on any atom: 1.5 eV/A
LUMO energy: 0.31 eV

Geometry as ORCA input:
```
! wB97M-V def2-TZVPD RIJCOSX def2/J DEFGRID3
* xyz 0 1
C -2.43 -0.65 -0.28
C -1.18 0.05 -0.84
N -0.68 1.02 0.14
C 0.44 1.87 -0.29
C 1.80 1.25 -0.20
O 1.84 0.05 -0.83
O 2.75 1.72 0.34
H -2.31 -1.73 -0.27
H -3.35 -0.34 -0.75
H -2.61 -0.32 0.75
H -1.43 0.64 -1.73
H -0.46 -0.73 -1.08
H -0.50 0.55 1.02
H 0.22 2.11 -1.32
H 0.43 2.73 0.36
H 2.73 -0.33 -0.81
H 0.99 -2.17 1.71
H 2.33 -2.88 1.86
O 1.43 -2.86 2.22
*
```

---

Record 2
C4H11NO3 | the ωB97M-V functional and the def2-TZVPD basis

Values from the calculation:
SMILES: CC(=O)O.NCCO
strongest force on any atom: 2.6 eV/A
LUMO energy: 0.59 eV

Geometry as ORCA input:
```
! wB97M-V def2-TZVPD RIJCOSX def2/J DEFGRID3
* xyz 0 1
O -1.42 -0.92 -0.33
C -0.29 -1.49 -0.56
O 0.80 -1.07 -0.07
C -0.38 -2.81 -1.30
H 0.25 -3.55 -0.76
H -1.41 -3.21 -1.40
H 0.04 -2.76 -2.28
C 0.76 1.92 -0.07
O 2.04 1.32 -0.14
C 0.08 1.52 1.26
N -1.39 1.28 1.04
H 0.12 1.60 -0.93
H 0.93 3.00 -0.07
H 1.77 0.38 -0.15
H 0.55 0.59 1.56
H 0.23 2.31 2.02
H -1.90 2.17 0.87
H -1.76 0.94 1.90
H -1.46 0.08 0.30
*
```

---

Record 3
C4H11NO3 | the ωB97M-V functional and the def2-TZVPD basis

Values from the calculation:
SMILES: CC[C@@H](N)C(=O)O.O
strongest force on any atom: 3.1 eV/A
LUMO energy: 0.47 eV

Geometry as ORCA input:
```
! wB97M-V def2-TZVPD RIJCOSX def2/J DEFGRID3
* xyz 0 1
O 1.67 -0.62 0.77
C 1.03 -0.32 -0.21
O 1.58 -0.17 -1.42
C -0.50 -0.05 -0.23
C -0.91 1.08 0.79
C -0.28 2.52 0.57
N -1.00 0.49 -1.51
H 2.57 -0.40 -1.58
H -1.04 -1.03 -0.13
H -1.98 1.27 0.63
H -0.83 0.68 1.80
H 0.74 2.49 0.84
H -0.92 3.29 1.13
H -0.49 2.76 -0.48
H -0.38 1.07 -2.12
H -1.47 -0.30 -2.00
H -0.40 -2.16 1.62
H -1.07 -3.33 0.67
O -1.22 -2.61 1.23
*
```

---

Respective HOMO-LUMO gap values: 9.49 10.40 9.50 eV.
Respective HOMO energy values: -9.18 -9.82 -9.03 eV.
Respective energy above the lowest of the compared OMol25 structures with the same formula, charge and spin values: 120.3 109.1 162.5 kJ/mol.